Entry from the Open Molecules 2025 dataset: a structure of composition C15H11BF2NSSeTi (ωB97M-V with the def2-TZVPD basis set).

Values from the calculation:
energy: -122633.557 eV
molar mass: 412.96 u
2S+1: 2

Geometry (Å):
Ti (-0.7312, 0.4051, 0.0557)
S (-3.8068, 0.8442, -3.1593)
C (-3.5254, 2.4707, -2.7151)
C (-2.6261, 2.5811, -1.6999)
C (-2.1267, 1.3315, -1.2305)
C (-2.6939, 0.2972, -1.9467)
C (-2.4211, -1.1222, -1.7455)
C (-2.9930, -2.1473, -2.4969)
C (-2.6457, -3.4560, -2.2341)
C (-1.7395, -3.7431, -1.2203)
C (-1.2288, -2.6909, -0.4945)
N (-1.5665, -1.4198, -0.7402)
H (-4.0422, 3.2644, -3.2316)
H (-2.3297, 3.5372, -1.2924)
H (-3.6926, -1.9106, -3.2865)
H (-3.0805, -4.2562, -2.8189)
H (-1.4441, -4.7567, -0.9938)
H (-0.5347, -2.8486, 0.3214)
Se (1.5834, 0.9352, -0.2172)
C (3.0153, 0.9431, 1.0619)
C (3.5824, -0.2436, 1.5077)
C (4.6441, -0.2063, 2.4013)
C (5.1389, 1.0099, 2.8499)
C (4.5673, 2.1920, 2.4013)
C (3.5058, 2.1630, 1.5072)
H (3.1965, -1.1911, 1.1568)
H (5.0837, -1.1332, 2.7471)
H (5.9669, 1.0365, 3.5461)
H (4.9464, 3.1449, 2.7476)
H (3.0590, 3.0836, 1.1565)
F (-1.2004, -0.2910, 3.1687)
B (-1.5405, 0.5965, 2.2138)
F (-2.3205, 1.5808, 2.6803)

***

Entry from the Open Molecules 2025 dataset: a structure of composition C15H11BF2NSSeTi (ωB97M-V with the def2-TZVPD basis set).

Values from the calculation:
energy: -122633.851 eV
molar mass: 412.96 u
2S+1: 2

Geometry (Å):
Ti (-0.6849, -0.8604, -0.8858)
S (-1.3805, 0.7121, 3.2248)
C (-0.9853, -0.9146, 3.5591)
C (-0.6880, -1.6156, 2.4270)
C (-0.7778, -0.8508, 1.2284)
C (-1.1474, 0.4490, 1.5358)
C (-1.3683, 1.5322, 0.5712)
C (-1.7746, 2.8140, 0.9523)
C (-1.9851, 3.7765, -0.0147)
C (-1.7965, 3.4608, -1.3561)
C (-1.3973, 2.1793, -1.6675)
N (-1.1821, 1.2475, -0.7349)
H (-0.9909, -1.2809, 4.5730)
H (-0.4185, -2.6625, 2.4476)
H (-1.9241, 3.0472, 1.9965)
H (-2.3012, 4.7665, 0.2859)
H (-1.9601, 4.1804, -2.1440)
H (-1.2481, 1.8642, -2.6940)
Se (0.3139, -2.4612, -2.5219)
C (1.8224, -1.8563, -1.5177)
C (2.7132, -2.7629, -0.9272)
C (3.7357, -2.3189, -0.1177)
C (3.8936, -0.9625, 0.1677)
C (3.0139, -0.0514, -0.3854)
C (1.9989, -0.5004, -1.2339)
H (2.5974, -3.8225, -1.1136)
H (4.4194, -3.0389, 0.3144)
H (4.6957, -0.6310, 0.8131)
H (3.1007, 1.0067, -0.1782)
H (1.3549, 0.2615, -1.6911)
F (-3.6247, -2.4452, -1.0275)
B (-2.7800, -1.4942, -1.4172)
F (-3.2445, -0.7677, -2.4684)

***

Entry from the Open Molecules 2025 dataset: the molecule C15H11ClN2O3S (ωB97M-V with the def2-TZVPD basis set).

Values from the calculation:
SMILES string: O=C(Nc1nccs1)c1ccc(COc2ccccc2Cl)o1
energy: -48213.631 eV
molar mass: 334.78 u

Geometry (Å):
O (-3.1110, -1.2637, 1.6114)
C (-2.4399, -1.0054, 0.6302)
N (-2.9494, -0.3138, -0.4359)
C (-4.2427, 0.1370, -0.4580)
N (-4.7445, 0.7997, -1.4452)
C (-6.0382, 1.1207, -1.1967)
C (-6.5247, 0.6958, -0.0046)
S (-5.3152, -0.1608, 0.8838)
H (-7.5065, 0.8332, 0.3986)
H (-6.5777, 1.6763, -1.9417)
H (-2.3787, -0.1146, -1.2456)
C (-1.0383, -1.3883, 0.4844)
C (-0.2183, -2.0673, 1.3502)
C (1.0376, -2.1564, 0.7178)
C (0.9037, -1.5271, -0.4889)
O (-0.3485, -1.0548, -0.6393)
C (1.8995, -1.2861, -1.5808)
O (3.1822, -0.9955, -1.0811)
C (3.3659, 0.1497, -0.3637)
C (4.6458, 0.3426, 0.1706)
C (4.9507, 1.4706, 0.9068)
C (3.9774, 2.4318, 1.1262)
C (2.7103, 2.2545, 0.6049)
C (2.4025, 1.1237, -0.1346)
H (1.4055, 1.0146, -0.5295)
H (1.9459, 2.9980, 0.7707)
H (4.2129, 3.3125, 1.7023)
H (5.9458, 1.5888, 1.3048)
Cl (5.8457, -0.8650, -0.1073)
H (2.0406, -2.1967, -2.1741)
H (1.5333, -0.4908, -2.2442)
H (1.9262, -2.6166, 1.0974)
H (-0.4981, -2.4462, 2.3110)

***

Entry from the Open Molecules 2025 dataset: the molecule C15H11ClN6O3S (ωB97M-V with the def2-TZVPD basis set).

Values from the calculation:
SMILES string: NS(=O)(=O)c1ccc(/N=N/c2c(=O)[nH]c3ccc4[nH][nH]c(Cl)c4c23)cc1
energy: -54166.007 eV
molar mass: 390.81 u

Geometry (Å):
O (3.1259, -1.5708, -1.0738)
O (-5.0598, -3.1489, 2.9487)
O (-3.6728, -5.0198, 3.7941)
Cl (-1.4333, 2.3354, -0.9605)
N (0.3091, 0.0236, -0.6358)
N (0.3066, -1.2852, -0.4870)
C (2.8259, -0.3552, -1.2555)
C (1.5644, 0.3988, -1.1079)
C (0.0073, 3.3960, -1.1651)
C (-0.7240, -3.2038, 0.2499)
C (-1.6942, -1.0890, 0.9193)
C (-1.5310, -3.8274, 1.2157)
C (-2.4954, -1.7052, 1.8612)
C (4.1038, 2.9017, -1.6815)
C (3.4620, 4.1162, -1.5683)
C (-0.7547, -1.8431, 0.2119)
C (-2.4153, -3.0759, 1.9827)
C (3.4041, 1.7470, -1.5116)
C (2.0608, 4.1422, -1.3515)
C (1.9885, 1.7525, -1.2484)
C (1.3017, 2.9720, -1.2650)
N (3.8741, 0.4822, -1.3621)
N (-0.1845, 4.7702, -1.0425)
N (1.1443, 5.2473, -1.1366)
N (-4.2134, -4.6560, 1.6653)
S (-3.7511, -3.8091, 3.0276)
H (0.0243, -3.6746, -0.4317)
H (-1.7091, -0.0666, 0.8995)
H (-1.4543, -4.8597, 1.1517)
H (-3.2926, -1.0943, 2.3882)
H (5.1781, 2.9026, -1.9028)
H (3.9699, 4.9881, -1.3997)
H (4.6563, 0.3064, -1.9354)
H (-0.8638, 5.2159, -0.4237)
H (1.4731, 6.1517, -0.7356)
H (-4.9700, -4.0541, 1.3218)
H (-4.5611, -5.5113, 2.0446)

***

Entry from the Open Molecules 2025 dataset: a cluster of 2 separate species, C15H11INO5P in total (ωB97M-V with the def2-TZVPD basis set).

Values from the calculation:
SMILES string: O=C1c2ccccc2C(=O)c2cc(P(O)I)ccc21.C[N+](=O)[O-]
energy: -44848.852 eV
molar mass: 443.13 u

Geometry (Å):
O (-0.1532, 0.7084, 3.5412)
C (0.2472, 0.9161, 2.4298)
C (0.4382, 2.2822, 1.8778)
C (0.9011, 3.3290, 2.6646)
C (1.0979, 4.5783, 2.0903)
C (0.8302, 4.7985, 0.7410)
C (0.3480, 3.7506, -0.0382)
C (0.1578, 2.4968, 0.5214)
C (-0.3114, 1.3335, -0.2735)
O (-1.1271, 1.4151, -1.1516)
C (0.3130, 0.0476, 0.1235)
C (0.6449, -0.9208, -0.8101)
C (1.2521, -2.1085, -0.4120)
P (1.6791, -3.2998, -1.7417)
O (0.4871, -4.4127, -1.5858)
I (3.5988, -4.4957, -0.7084)
C (1.5204, -2.3212, 0.9425)
C (1.1922, -1.3567, 1.8859)
C (0.5919, -0.1736, 1.4760)
H (1.1192, 3.1849, 3.7117)
H (1.4796, 5.4011, 2.6747)
H (1.0048, 5.7683, 0.3072)
H (0.1337, 3.9096, -1.0858)
H (0.4483, -0.7344, -1.8550)
H (0.7096, -5.1469, -2.1717)
H (1.9790, -3.2374, 1.2755)
H (1.3858, -1.4888, 2.9389)
C (-3.6910, -1.9537, -2.1372)
N (-2.4331, -2.1341, -2.9110)
O (-1.4003, -2.2575, -2.2847)
O (-2.5258, -2.1400, -4.1192)
H (-3.4476, -1.9675, -1.0816)
H (-4.1162, -0.9995, -2.4322)
H (-4.3543, -2.7712, -2.4023)

***

Entry from the Open Molecules 2025 dataset: a structure of composition C15H11N2O2PbS5Sb (ωB97M-V with the def2-TZVPD basis set).

Values from the calculation:
energy: -88768.951 eV
molar mass: 740.56 u

Geometry (Å):
Pb (-0.2830, 1.7703, -0.8128)
S (1.8732, 4.3986, -5.0870)
Sb (0.7750, 2.5958, -4.1173)
S (-1.1594, 3.2139, -2.9113)
S (1.7987, 1.5587, -2.2531)
S (0.2028, 0.9634, -5.6767)
O (-1.3893, 0.5302, 3.1200)
S (-0.1628, -0.0478, 2.6379)
O (0.4301, -1.2006, 3.2830)
N (-0.2734, -0.3747, 1.0197)
C (-1.0720, -1.4106, 0.6337)
C (-1.7562, -2.3641, 1.4921)
C (-2.3152, -3.5506, 0.9287)
C (-2.4113, -3.7673, -0.4373)
C (-1.7781, -2.8249, -1.2964)
C (-1.6327, -3.0876, -2.6939)
C (-1.0823, -2.0724, -3.4805)
C (-0.5735, -0.9212, -2.8850)
N (-0.6968, -0.6298, -1.5922)
C (-1.2197, -1.5822, -0.8194)
C (1.0709, 1.1861, 2.6659)
C (2.0855, 1.1636, 1.7294)
C (2.9792, 2.2148, 1.6910)
C (2.8971, 3.2519, 2.5889)
C (1.8494, 3.2618, 3.5177)
C (0.9606, 2.2073, 3.6125)
H (-1.9566, -2.1109, 2.5543)
H (-2.7834, -4.2577, 1.6305)
H (-2.8342, -4.6290, -0.9381)
H (-2.0052, -3.9759, -3.1776)
H (-1.1660, -2.0640, -4.5689)
H (-0.0093, -0.2759, -3.5440)
H (2.1418, 0.3439, 1.0432)
H (3.8263, 2.2520, 0.9484)
H (3.6702, 4.0259, 2.5623)
H (1.8709, 4.0626, 4.2941)
H (0.1288, 2.1463, 4.3382)